The following is a quantum chemistry calculation of C40H35IrN8OS2Si as an isolated structure, from the Open Molecules 2025 dataset.

Positions of all 88 atoms, in Å:
Ir1 -0.095536 0.101188 0.420651
N1 -3.379684 -2.620204 0.356060
C1 -4.385018 -2.299117 1.319389
C2 -5.534736 -3.058493 1.403944
C3 -6.513835 -2.737390 2.334598
C4 -6.346140 -1.657002 3.176841
C5 -5.181206 -0.900199 3.099503
C6 -4.211808 -1.234609 2.174408
S1 -2.703959 -0.312678 2.143092
N2 -1.979658 -0.820666 0.678379
C7 -2.305672 -1.895936 0.064166
C8 -1.383524 -2.339395 -0.992027
C9 -1.566188 -3.460564 -1.777039
C10 -0.578420 -3.826122 -2.681013
C11 0.556267 -3.044944 -2.789078
C12 0.654624 -1.919398 -1.988988
N3 -0.290549 -1.585938 -1.112506
H1 -3.561079 -3.419790 -0.223892
H2 -5.669631 -3.904342 0.736893
H3 -7.412763 -3.336366 2.398301
H4 -7.116657 -1.396791 3.890972
H5 -5.020409 -0.053579 3.758782
H6 -2.466119 -4.056133 -1.698353
H7 -0.693994 -4.713452 -3.291045
H8 1.349169 -3.292752 -3.482161
H9 1.511263 -1.261414 -2.056590
C13 10.407733 0.834762 9.046408
O1 9.574248 -0.304403 8.757743
C14 8.618309 -0.230456 7.866155
C15 7.868111 -1.416304 7.674609
C16 6.848456 -1.440649 6.771662
C17 6.530188 -0.290750 6.017709
C18 7.284067 0.885804 6.213980
C19 8.309234 0.925064 7.118672
C20 5.466989 -0.270039 5.053319
N4 5.156337 0.778211 4.294484
C21 4.118432 0.384938 3.530436
C22 3.761273 -0.930049 3.808733
N5 4.629305 -1.332081 4.782901
C23 2.681128 -1.590780 3.159130
C24 2.264984 -2.911972 3.396182
C25 1.207019 -3.416537 2.682704
C26 0.559602 -2.605238 1.752346
N6 0.917613 -1.349248 1.519449
C27 1.976645 -0.834124 2.204947
C28 2.341570 0.515774 1.900762
N7 1.604206 1.159464 0.945102
C29 1.938191 2.406765 0.611895
C30 2.982600 3.090903 1.222070
C31 3.720021 2.466918 2.202821
C32 3.407696 1.143918 2.545142
H10 11.102972 0.504947 9.807239
H11 9.809704 1.661634 9.427065
H12 10.955276 1.146087 8.157858
H13 8.127099 -2.286506 8.262599
H14 6.293074 -2.363547 6.646832
H15 7.033417 1.763569 5.633789
H16 8.873883 1.835210 7.261086
H17 4.663310 -2.237838 5.217640
H18 2.771817 -3.528284 4.128535
H19 0.863712 -4.430486 2.835962
H20 -0.273519 -2.994687 1.187619
H21 1.363563 2.883016 -0.169412
H22 3.196882 4.107392 0.922865
H23 4.536182 2.966263 2.711525
C33 -1.143261 5.933085 -3.766565
Si1 -0.338283 4.277375 -3.524190
C34 1.514167 4.428330 -3.296115
C35 -0.767398 3.045268 -4.861555
C36 -1.012390 3.557253 -1.873019
C37 -1.873584 4.300452 -1.064812
C38 -2.311958 3.819480 0.168933
C39 -1.878671 2.588225 0.587121
N8 -1.064257 1.835028 -0.182910
C40 -0.652548 2.310484 -1.370474
S2 0.425314 1.174535 -2.121568
H24 -0.797636 6.369676 -4.707656
H25 -0.887673 6.637893 -2.970751
H26 -2.232437 5.858074 -3.825645
H27 1.951458 4.954524 -4.149221
H28 1.991673 3.447345 -3.229358
H29 1.756516 5.002234 -2.396642
H30 -0.554185 3.468748 -5.846576
H31 -1.828138 2.784881 -4.828934
H32 -0.181400 2.127545 -4.756030
H33 -2.197326 5.281442 -1.395902
H34 -2.970866 4.399852 0.800011
H35 -2.178610 2.182476 1.540467

Forces on atoms 1 to 3 (eV/Å):
Ir 0.122 -1.749 -2.535
N -0.157 -0.404 -0.045
C -0.116 -0.162 -0.045

Summary:
- Spin multiplicity: 2
- Total energy: -88381.739 eV
- Gap between HOMO and LUMO (spin up / spin down): 2.6 / 2.9 eV
- Energy above the lowest of the compared OMol25 structures with the same formula, charge and spin: 252.8 kJ/mol
- LUMO energy (spin up / spin down): -0.394 / -0.382 Eh
- Total charge: +3

These are the Mulliken partial charges, in e, on atoms 1 to 4:
1. Ir 0.845
2. N -0.096
3. C 0.062
4. C -0.654